The following is a DFT calculation (the ωB97M-V functional and the def2-TZVPD basis) of the molecule C5H7N in a non-equilibrium geometry.

Computed properties:
SMILES: C=CC=C=NC
frontier orbital gap: 7.80 eV
LUMO energy: 0.34 eV
DFT total energy: -249.3552 Ha
max |F|: 0.061 Eh/bohr
relative energy (zero: lowest compared OMol25 entry of this formula, charge and spin): 3.213 eV

```
! wB97M-V def2-TZVPD RIJCOSX def2/J DEFGRID3
* xyz 0 1
C -1.1989 -0.9312 -2.2490
C -0.5219 -0.5483 -1.1607
C -0.8668 0.6149 -0.3821
C -0.1280 1.0124 0.6121
N 0.5418 1.3722 1.5055
C 1.4504 0.3504 2.0317
H -0.8937 -1.8145 -2.8024
H -2.0581 -0.3831 -2.6225
H 0.3375 -1.1336 -0.8370
H -1.7495 1.1886 -0.6405
H 2.1960 0.0555 1.2837
H 0.9049 -0.5401 2.3661
H 1.9863 0.7569 2.8950
*
```

Charge distribution, Mulliken scheme, values in e: atom 1 (C): -0.90, atom 2 (C): 0.10, atom 3 (C): -0.70, atom 4 (C): 0.67, atom 5 (N): -0.30, atom 6 (C): -0.80, atom 7 (H): 0.26, atom 8 (H): 0.24, atom 9 (H): 0.24, atom 10 (H): 0.33, atom 11 (H): 0.28, atom 12 (H): 0.32, atom 13 (H): 0.28

The following is a DFT calculation (the ωB97M-V functional and the def2-TZVPD basis) of a structure of composition C14H11N5Se4Sn.

Computed properties:
frontier orbital gap (alpha / beta): 5.18 / 5.18 eV
LUMO energy (alpha / beta): -8.96 / -8.95 eV
DFT total energy: -10633.4023 Ha
max |F|: 0.008 Eh/bohr
relative energy (zero: lowest compared OMol25 entry of this formula, charge and spin): 0.000 eV

```
! wB97M-V def2-TZVPD RIJCOSX def2/J DEFGRID3
* xyz 2 1
Sn 0.3603 -1.7501 0.7591
N -2.4744 1.7289 1.9031
C -1.5181 0.8225 1.9625
N -0.9389 0.2933 0.9142
C -1.2980 0.7502 -0.3546
N -0.6161 0.4185 -1.4058
N 0.4421 -0.4071 -1.0803
C 1.3654 -0.5583 -1.9380
C 2.5154 -1.3985 -1.5712
C 3.5984 -1.5537 -2.4058
C 4.6776 -2.3105 -1.9609
C 4.6263 -2.8871 -0.7055
C 3.4927 -2.6950 0.0681
N 2.4611 -1.9656 -0.3547
C -2.4450 1.6420 -0.4864
C -2.9723 2.0196 -1.7257
C -4.0433 2.8818 -1.7793
C -4.5959 3.3898 -0.6001
C -4.0870 3.0309 0.6306
C -3.0157 2.1495 0.6733
H -2.8450 2.1114 2.7594
H -1.2036 0.5062 2.9502
H 1.3169 -0.0543 -2.8996
H 3.5998 -1.0875 -3.3833
H 5.5477 -2.4411 -2.5898
H 5.4476 -3.4768 -0.3200
H 3.4078 -3.1342 1.0546
H -2.5218 1.6262 -2.6273
H -4.4589 3.1712 -2.7357
H -5.4360 4.0712 -0.6493
H -4.5127 3.4262 1.5464
Se 2.0447 -0.4384 2.6513
Se 2.2949 -1.0206 4.8158
Se 1.4074 -3.0472 5.3062
Se 0.3770 -3.8133 3.5787
*
```

Charge distribution, Mulliken scheme, values in e: atom 1 (Sn): 0.52, atom 2 (N): 0.04, atom 3 (C): -0.27, atom 4 (N): -0.15, atom 5 (C): 0.45, atom 6 (N): -0.94, atom 7 (N): 0.43, atom 8 (C): -0.46, atom 9 (C): 0.84, atom 10 (C): -0.81, atom 11 (C): -0.24, atom 12 (C): -0.80, atom 13 (C): 0.04, atom 14 (N): -0.07, atom 15 (C): 0.59, atom 16 (C): -0.32, atom 17 (C): -0.79, atom 18 (C): -0.41, atom 19 (C): -0.89, atom 20 (C): 0.35, atom 21 (H): 0.27, atom 22 (H): 0.38, atom 23 (H): 0.43, atom 24 (H): 0.41, atom 25 (H): 0.46, atom 26 (H): 0.40, atom 27 (H): 0.41, atom 28 (H): 0.48, atom 29 (H): 0.43, atom 30 (H): 0.42, atom 31 (H): 0.39, atom 32 (Se): 0.00, atom 33 (Se): 0.17, atom 34 (Se): 0.30, atom 35 (Se): -0.04